Below is C7H14CoOPS as an isolated structure in a non-equilibrium geometry, with properties calculated with wB97M-V/def2-TZVPD.

Summary:
spin multiplicity = 5
M = 236.16 g mol⁻¹
HOMO (alpha / beta) = -5.28 / -7.11 eV
LUMO energy (alpha / beta) = 0.2 / 0.2 eV
E_tot = -2472.32766 hartree
strongest force on any atom = 5.243 eV Å⁻¹
charge = 0
energy relative to the best compared isomer or geometry (same formula, charge and spin) = 47.2 kcal per mole

Each line ends with the Mulliken charge.
Atoms and positions in Å:
Co  -0.22891  -0.18947  -1.11673  -0.1306
S  -0.87579  0.10173  2.10776  0.3790
P  0.46405  -2.16676  -0.34480  -0.2005
O  -0.28115  0.50061  0.74020  -0.3290
C  -0.55485  -1.08882  -2.58440  -0.3660
C  0.28055  1.78001  -2.05167  -0.5153
C  -0.80924  -0.00802  -3.40217  -0.4605
C  -0.52785  1.60051  3.03664  -1.0257
C  0.40680  -0.92088  2.85050  -0.9133
C  -0.44472  1.32473  -3.16824  -0.1047
C  0.94688  1.02365  -1.09261  -0.4313
H  0.52520  1.86188  2.89270  0.3248
H  -0.82351  -2.12772  -2.79608  0.4254
H  0.35564  2.86917  -1.95876  0.2924
H  0.42088  -1.91393  2.38962  0.2917
H  -1.17459  2.37988  2.62804  0.3380
H  0.16544  -1.02689  3.91254  0.3951
H  -0.46363  -2.80128  0.53446  0.0561
H  -0.77157  1.41996  4.08503  0.4225
H  1.36449  -0.40865  2.70605  0.2993
H  1.66139  -2.19800  0.42701  0.1063
H  -1.32942  -0.20092  -4.34428  0.2466
H  0.75400  -3.29897  -1.15162  0.1061
H  -0.72775  2.07382  -3.91144  0.3443
H  1.66765  1.41438  -0.38774  0.4493